Record 1
C3H5NO2 | ωB97M-V with the def2-TZVPD basis set

```
11
Properties=species:S:1:pos:R:3:forces:R:3:mulliken_charge:R:1
C 0.317 1.362 0.004 -0.9 -0.2 -0.6 -0.211
H 0.731 -1.726 -1.094 0.0 0.1 0.1 0.283
H 0.423 1.940 0.920 0.0 -0.2 -0.1 0.246
C -0.573 -0.530 -0.168 2.3 0.1 1.6 0.796
C 1.057 0.086 -0.035 -0.3 -1.0 1.0 -0.538
H 1.401 -0.346 0.898 0.2 -0.2 -0.3 0.301
H 0.404 1.996 -0.881 -0.1 0.0 0.1 0.221
N 0.414 -0.763 -1.093 -0.6 0.4 -0.6 -0.537
O -1.059 0.745 -0.015 -0.5 0.4 -0.7 -0.430
H -1.951 -1.218 0.962 0.3 0.1 0.1 0.347
O -1.165 -1.547 0.502 -0.4 0.4 -0.7 -0.479
```
Forces are in eV/Å.

For the HOMO-LUMO gap, the calculation gives 8.1 eV. For the HOMO energy, the calculation gives -7.40 eV. The value obtained for the energy above the lowest of the compared OMol25 structures with the same formula, charge and spin is 97.5 kcal/mol. The structure (SMILES) is O[C@]12N[C@H]1CO2.



Record 2
C5H12O | ωB97M-V with the def2-TZVPD basis set

```
18
Properties=species:S:1:pos:R:3:forces:R:3:mulliken_charge:R:1
H -0.520 -0.055 -2.471 -0.1 0.1 0.4 0.345
H 1.610 1.234 0.340 0.0 0.0 -0.1 0.330
H 0.670 -1.123 2.319 -0.8 1.0 -1.2 0.403
H 1.053 -1.540 -0.949 -0.1 -0.1 -0.3 0.406
H 1.571 0.985 -1.421 -0.1 0.0 0.1 0.331
H 0.578 2.253 -0.679 0.0 -0.3 0.1 0.384
O -0.810 0.404 0.922 1.0 -1.1 1.2 -0.475
C -0.176 0.218 -0.368 0.4 -0.4 -0.1 1.533
H 0.306 0.526 2.714 -0.4 0.3 0.4 0.310
C -0.120 -0.313 2.186 -1.0 1.1 -0.2 -0.910
H -1.453 1.303 -1.851 0.0 0.0 0.2 0.394
C 0.962 1.233 -0.543 0.1 -0.1 0.1 -1.509
H -0.989 -0.770 2.638 -0.2 0.4 0.4 0.315
H -0.589 -1.859 -0.221 0.3 0.0 -0.3 0.395
C -1.105 0.296 -1.604 -0.1 0.1 0.3 -1.505
H 0.687 -1.213 0.761 0.7 -0.9 -1.1 0.198
H -1.970 -0.371 -1.525 0.1 0.1 0.2 0.357
C 0.294 -1.207 -0.249 0.4 -0.3 0.0 -1.303
```
Forces are in eV/Å.

For the HOMO-LUMO gap, the calculation gives 10.6 eV. For the HOMO energy, the calculation gives -9.68 eV. The value obtained for the energy above the lowest of the compared OMol25 structures with the same formula, charge and spin is 54.5 kcal/mol. The structure (SMILES) is COC(C)(C)C.



Record 3
C15H12ClNO3 | ωB97M-V with the def2-TZVPD basis set

```
32
Properties=species:S:1:pos:R:3:forces:R:3:mulliken_charge:R:1
C -1.148 -2.192 -0.699 0.4 0.2 -0.1 0.110
H 1.456 1.598 1.048 0.2 0.0 -0.2 0.331
C 1.023 -0.790 0.308 -0.3 -0.2 -0.4 0.236
C 2.762 -3.538 -1.668 -0.1 -0.1 -0.1 -0.572
H 1.794 -5.093 -2.794 0.2 -0.1 -0.1 0.392
C -0.171 1.400 -0.085 0.2 0.0 0.1 0.250
N 0.918 2.139 0.381 -0.6 -0.1 0.5 -0.607
H -1.418 4.971 3.942 0.0 0.0 0.0 0.274
C 2.594 -2.429 -0.849 -0.4 -0.2 0.0 0.416
C -1.313 2.048 -0.568 -0.1 -0.3 -0.1 -0.610
C -2.377 -0.063 -1.096 0.3 0.0 0.3 -0.999
H -0.732 3.337 4.151 -0.1 0.0 0.0 0.272
C 1.664 -4.233 -2.157 -0.3 0.1 0.1 -0.464
H -2.029 3.616 2.975 0.0 0.0 0.0 0.222
Cl 3.998 -1.595 -0.293 0.1 0.0 0.0 -0.197
H 0.579 4.693 2.774 0.0 0.0 0.0 0.265
O 1.673 -0.509 1.282 0.5 0.3 0.5 -0.586
H 0.581 2.968 0.859 0.1 0.2 -0.1 0.257
H -0.502 -4.344 -2.197 0.0 -0.1 -0.1 0.463
C -2.389 1.326 -1.058 0.1 0.3 0.0 -0.553
C 0.208 -2.710 -1.034 0.4 0.0 0.0 0.695
C 1.305 -2.001 -0.528 0.2 -0.2 -0.2 0.221
C -1.238 -0.712 -0.649 -0.1 0.4 0.0 0.573
H -1.335 3.127 -0.549 -0.1 0.2 0.0 0.475
C -0.139 0.002 -0.150 -0.2 -0.1 -0.2 0.386
C 0.375 -3.831 -1.837 0.1 0.3 0.4 -0.958
H 3.758 -3.854 -1.939 0.1 0.0 0.0 0.436
O -2.083 -2.917 -0.501 -0.7 -0.5 -0.1 -0.552
O -0.209 4.308 2.380 0.0 0.0 0.0 -0.488
C -1.141 4.047 3.429 0.1 0.0 0.0 -0.571
H -3.211 -0.638 -1.463 -0.1 -0.1 0.0 0.493
H -3.252 1.869 -1.418 -0.1 0.0 0.0 0.393
```
Forces are in eV/Å.

For the HOMO-LUMO gap, the calculation gives 7.9 eV. For the HOMO energy, the calculation gives -8.49 eV. The value obtained for the energy above the lowest of the compared OMol25 structures with the same formula, charge and spin is 7.3 kcal/mol. The structure (SMILES) is Nc1cccc2c1C(=O)c1c(Cl)cccc1C2=O.CO.



Record 4
H27O14 | ωB97M-V with the def2-TZVPD basis set

```
41
Properties=species:S:1:pos:R:3:forces:R:3:mulliken_charge:R:1
O -0.051 -4.108 0.182 1.3 -0.7 0.8 -0.570
H -0.621 -4.674 0.721 -0.3 0.7 -0.6 0.285
O -0.553 -1.960 4.189 0.0 0.4 0.3 -0.623
H 1.958 2.489 -0.115 0.7 0.1 0.0 0.321
H -1.052 1.679 1.442 -0.1 -0.2 1.0 0.370
H 0.688 1.473 3.733 0.1 0.2 0.5 0.376
O -1.390 -0.676 0.468 -0.6 -0.4 1.1 -0.554
O -0.737 2.003 -2.764 -0.8 -0.3 -0.5 -0.609
O 3.038 0.176 -3.437 -2.0 -0.6 -1.1 -0.596
O 1.804 1.894 -0.857 -2.8 0.1 0.7 -0.600
H 0.558 -0.590 -2.842 -0.7 0.2 -0.1 0.289
H -2.852 3.596 1.406 -0.4 -0.2 0.2 0.325
H -0.726 -0.676 -0.217 0.2 0.2 -0.8 0.326
H -3.983 1.514 -1.154 -0.1 -1.1 0.0 0.385
H 0.799 1.793 -0.723 2.2 -0.4 -0.7 0.248
O -3.547 3.280 0.811 0.4 -0.2 -0.4 -0.648
O -0.825 1.328 2.328 0.4 0.6 -0.2 -0.711
H 0.085 2.466 -2.698 0.8 0.4 0.0 0.328
H -0.478 -3.513 -0.417 -1.0 0.1 -0.1 0.301
O 2.025 -3.210 -2.399 0.4 -0.1 -0.1 -0.585
O -0.050 -0.908 -2.157 0.2 -0.6 0.9 -0.657
H 3.907 -0.147 -3.581 1.2 -0.1 0.3 0.290
H -1.115 1.986 -1.883 0.2 0.0 -0.2 0.410
H -2.577 1.199 -0.638 -1.1 -1.2 -0.9 0.236
H 3.039 -2.789 0.800 -0.1 0.1 -0.1 0.313
O -3.473 0.705 -0.894 0.7 2.4 0.2 -0.605
H -0.991 -0.807 -2.345 0.5 0.3 -0.8 0.311
H 4.244 -2.113 0.082 -0.2 0.2 0.0 0.297
H 2.944 0.787 -2.727 0.6 0.7 1.0 0.290
H -1.705 2.779 -0.080 -0.4 1.7 -0.1 0.325
H 1.137 -2.879 -2.494 -0.6 0.2 -0.1 0.301
H 2.465 -2.515 -1.903 0.1 0.0 0.1 0.291
O -1.477 1.856 -0.079 0.6 -0.3 -0.6 -0.523
O 1.354 1.089 4.332 -0.4 0.0 -0.8 -0.630
H -2.118 -0.060 0.281 0.8 -1.2 0.0 0.235
O 3.967 -2.885 0.575 0.3 -0.3 0.1 -0.618
H -3.412 2.321 0.708 -0.5 0.5 0.8 0.403
H 1.626 0.336 3.792 0.3 -0.2 0.4 0.300
H -0.430 0.505 2.029 -0.1 -0.6 0.1 0.348
H -0.889 -1.336 3.543 -0.2 -0.1 -0.5 0.295
H -0.587 -1.412 4.983 0.2 -0.3 0.2 0.331
```
Forces are in eV/Å.

For the HOMO-LUMO gap (alpha / beta), the calculation gives 10.1 / 4.5 eV. For the HOMO energy (alpha / beta), the calculation gives -10.84 / -10.84 eV. The expectation value of S² is 0.76. The value obtained for the energy above the lowest of the compared OMol25 structures with the same formula, charge and spin is 27.8 kcal/mol. As for the spin multiplicity: 2.



Record 5
H32NO14 | ωB97M-V with the def2-TZVPD basis set

```
47
Properties=species:S:1:pos:R:3:forces:R:3:mulliken_charge:R:1
H -1.587 -1.323 14.451 0.6 0.6 0.1 0.239
H -1.480 3.563 17.026 0.1 -0.5 0.4 0.338
H -5.280 2.419 11.815 -0.6 -1.0 1.8 0.483
O -3.234 5.023 13.535 -0.3 -0.2 -0.7 -0.601
H -2.344 5.295 13.770 1.0 0.1 -0.1 0.378
O -0.695 5.073 14.343 0.5 -0.5 -0.7 -0.693
O -1.580 4.457 16.703 1.6 0.0 0.2 -0.698
H -5.926 3.095 14.354 0.0 -0.1 -1.4 0.244
H -0.789 0.068 11.736 -0.9 0.9 -0.9 0.309
O -2.483 -1.283 14.112 0.6 0.8 0.4 -0.663
H -3.768 5.319 14.256 -0.7 0.2 0.5 0.222
O -5.767 2.818 13.421 0.1 -0.7 2.4 -0.673
O -5.106 -0.237 13.526 -0.8 0.9 0.2 -0.526
H -3.305 -1.257 15.712 1.0 0.0 -1.5 0.355
H -3.446 0.938 10.824 -1.7 1.4 -1.2 0.230
H -1.914 2.412 14.418 -0.4 0.1 0.1 0.293
H -2.502 4.520 16.564 -2.0 0.3 -0.1 0.414
H -2.647 1.023 13.929 -0.2 -1.4 0.2 0.111
H -5.822 1.197 16.417 -1.2 -0.2 1.1 0.269
H -2.271 2.114 12.880 0.2 0.6 -2.2 0.320
O -1.672 1.502 17.159 -0.3 1.4 -1.9 -0.594
H -4.506 -1.590 16.486 -0.4 -0.1 0.4 0.349
H -0.126 -0.862 12.567 0.7 -1.0 0.5 0.291
H 0.082 4.540 14.085 -0.6 0.5 0.3 0.290
H -4.489 -0.907 13.771 0.6 -0.6 0.1 0.243
O -2.895 0.374 11.312 1.9 -2.2 0.9 -0.488
H -5.800 3.574 12.857 -0.3 1.3 -0.2 0.283
O -3.698 -1.079 16.545 -0.6 0.2 1.6 -0.648
H -1.068 4.708 15.175 0.7 0.1 0.3 0.391
H -0.748 1.482 17.355 0.8 -0.5 0.6 0.304
H -5.035 4.527 16.079 -1.4 0.8 0.4 0.366
H -2.627 -2.200 13.984 -0.7 -1.7 -0.6 0.291
H -4.317 0.766 16.507 0.0 -0.8 0.5 0.211
O -0.197 0.076 12.476 0.2 0.4 0.5 -0.597
N -2.616 2.008 13.793 2.3 -0.6 1.3 0.267
O -4.989 1.210 15.992 0.9 1.5 -1.5 -0.510
O -5.018 2.519 10.938 0.6 0.3 -2.7 -0.753
H -5.339 0.198 14.369 0.2 -0.2 -0.5 0.335
H -2.893 -0.494 10.857 -0.3 0.9 0.3 0.272
H -4.304 3.188 10.962 -0.2 -0.5 0.0 0.417
H -2.986 4.530 11.912 0.1 -0.3 -0.4 0.403
H -2.171 0.973 17.746 -0.3 -1.0 1.2 0.276
O -2.810 3.836 11.233 0.2 0.0 1.3 -0.703
H -3.508 2.373 13.931 -2.2 1.2 -0.1 0.120
H -4.388 3.181 15.892 -0.2 -0.9 0.2 0.152
H -2.723 4.259 10.396 0.4 0.6 -1.0 0.310
O -4.202 4.111 15.995 1.1 0.0 -0.1 -0.629
```
Forces are in eV/Å.

For the HOMO-LUMO gap, the calculation gives 10.2 eV. For the HOMO energy, the calculation gives -13.32 eV. The value obtained for the energy above the lowest of the compared OMol25 structures with the same formula, charge and spin is 19.0 kcal/mol. As for the net charge: +1.



Record 6
C12H29ClIN2O5 | ωB97M-V with the def2-TZVPD basis set

```
50
Properties=species:S:1:pos:R:3:forces:R:3:mulliken_charge:R:1
H -3.204 0.586 -5.611 0.1 -0.1 0.0 0.269
O 2.135 2.048 4.753 -0.2 0.1 0.0 -0.486
H 0.101 -1.091 -1.831 0.1 -0.1 -0.1 0.100
H 1.478 3.394 -0.822 0.0 0.0 0.0 0.300
H 1.028 2.980 0.848 0.0 0.0 0.0 0.233
C 3.256 -0.484 3.070 -0.1 0.1 -0.2 -1.200
H 2.377 -0.106 3.597 0.1 0.0 0.1 0.237
C -1.923 -3.330 -4.293 0.0 0.0 -0.1 -0.352
N -0.042 -1.404 3.457 0.1 -0.1 0.1 -0.983
H -5.279 -0.068 -4.735 0.0 0.0 0.0 0.287
H 0.196 -0.206 -3.965 0.0 0.1 0.0 0.312
H 2.131 2.424 2.764 0.0 0.0 0.1 -0.221
O -3.213 0.281 -4.698 -0.3 0.0 0.0 -0.461
H 2.731 3.187 0.408 0.0 0.0 0.0 0.278
C 1.688 -2.141 2.030 0.3 -0.1 0.1 -0.871
H -1.412 0.003 -3.241 0.0 0.0 0.0 0.223
C -1.106 -0.688 3.714 -0.3 0.2 0.1 -0.397
H -2.675 -3.734 -3.608 0.0 0.0 0.0 0.263
H -4.796 1.551 -4.185 0.0 0.0 0.0 0.289
H -1.431 -4.164 -4.790 0.0 0.0 0.0 0.265
C -0.094 -0.652 1.253 0.5 -0.1 -0.2 0.152
N 0.444 -1.369 2.235 -0.3 0.2 0.0 1.008
C -1.213 0.117 1.470 -0.3 0.2 0.0 -0.597
C -0.360 0.265 -3.155 0.2 0.0 0.1 -0.710
C 1.770 2.817 0.058 0.0 0.0 -0.1 -0.627
H 1.809 -2.704 2.954 0.0 0.0 -0.1 0.577
H -1.476 -0.733 4.733 0.0 0.0 -0.1 0.441
H 2.621 -0.489 0.993 0.0 -0.1 0.0 0.210
C 2.870 -1.211 1.781 0.0 0.1 0.0 -0.117
H -1.167 -2.790 -3.709 0.0 0.0 0.0 0.011
I 1.411 -3.574 0.477 -0.1 0.0 -0.1 0.191
Cl -3.124 1.002 3.150 0.0 0.0 0.0 -0.124
O 1.938 1.438 -0.249 -0.2 0.0 0.4 -0.354
H 3.697 -1.811 1.399 0.0 0.0 0.1 0.496
O 0.192 -0.134 -1.883 -0.3 -0.1 0.1 -0.438
H 3.874 0.384 2.834 0.0 -0.1 0.1 0.341
C 1.951 2.972 3.688 0.1 -0.1 0.0 -0.217
H 2.660 3.801 3.737 0.0 0.0 0.0 0.346
H -0.248 1.343 -3.225 0.0 0.0 0.0 0.327
H -4.521 0.141 -3.148 0.0 0.0 0.0 0.229
O -2.493 -2.518 -5.300 0.0 -0.1 0.2 -0.489
C -1.746 0.107 2.740 0.2 -0.2 0.1 0.387
H 1.105 1.082 -0.585 0.2 0.1 -0.5 0.139
H 1.997 2.510 5.585 0.1 0.0 0.0 0.276
H -2.923 -1.761 -4.882 0.1 0.1 -0.1 0.317
H 0.401 -0.703 0.291 -0.1 0.0 0.1 0.464
C -4.528 0.494 -4.177 0.0 0.0 0.0 -0.590
H 0.935 3.377 3.665 0.0 0.0 0.0 0.314
H 3.815 -1.135 3.742 -0.1 0.0 0.0 0.371
H -1.640 0.698 0.662 0.0 0.0 0.0 0.577
```
Forces are in eV/Å.

For the HOMO-LUMO gap, the calculation gives 7.3 eV. For the HOMO energy, the calculation gives -12.13 eV. As for the net charge: +1.